DFT (ωB97M-V with the def2-TZVPD basis set) results for the molecule C3H6N4S at a distorted geometry.

XYZ file:
```
14
Properties=species:S:1:pos:R:3:forces:R:3
C -0.165 -0.530 0.698 1.594 -1.396 1.383
C -0.605 0.354 -1.601 -1.041 -1.552 0.414
C 0.770 1.580 -0.161 -0.723 2.927 0.213
H 1.775 -0.343 1.215 1.990 1.560 0.496
H 1.126 -1.918 1.809 -0.091 3.235 -1.999
H -1.394 -1.724 1.540 0.081 0.288 0.228
H -0.307 1.197 -2.239 0.052 -0.630 0.115
H -1.735 -1.148 -1.128 1.209 1.062 -2.010
H 0.400 2.311 -0.983 1.294 -1.189 1.120
N 1.109 -1.032 1.127 -4.007 -4.100 0.899
N -1.359 -0.880 0.967 0.716 -0.505 -0.461
N 0.000 0.478 -0.256 -0.083 1.145 -1.900
N -1.370 -0.578 -2.000 -0.345 0.343 2.371
S 1.753 2.234 1.012 -0.645 -1.191 -0.868
```
Positions in Å, forces in eV/Å.

**E_HOMO**: -0.333 hartree
**2S+1**: 1
**Energy above the lowest of the compared OMol25 structures with the same formula, charge and spin**: 186.7 kJ/mol
**E_tot**: -20002.4013 eV
**SMILES**: [H]/N=C\N(C=S)/C(N)=N/[H]